No. 1
# C23H16BeN5O6S

A molecular structure, C23H16BeN5O6S in a non-equilibrium geometry (ωB97M-V with the def2-TZVPD basis set, OMol25).

Computed properties:
Orbital gap: 6.9310 eV
Total charge: -1
Spin multiplicity: 1

Element x y z (Å)
Be 1.1214 -1.1840 -0.6857
O 0.2389 0.0627 -4.5752
C 1.2200 0.9794 -4.5712
C 1.4036 1.7660 -5.7097
C 2.3958 2.7225 -5.7568
C 3.2318 2.9189 -4.6638
C 3.0690 2.1463 -3.5349
C 2.0729 1.1705 -3.4677
C 1.9694 0.3185 -2.2806
O 0.9472 -0.4784 -2.1394
N 2.9664 0.3105 -1.4404
N 2.7091 -0.6132 -0.4841
C 3.6430 -1.2430 0.1374
C 3.3251 -2.4110 0.8958
C 4.2821 -2.9825 1.7448
C 4.0422 -4.1565 2.4145
C 2.8357 -4.8222 2.2027
C 1.8970 -4.3153 1.3366
C 2.0870 -3.0848 0.6722
O 1.1639 -2.6366 -0.1234
H 0.2418 -0.3657 -3.6865
H 0.7462 1.6065 -6.5497
H 2.5178 3.3209 -6.6487
H 4.0061 3.6710 -4.7051
H 3.6998 2.2739 -2.6688
H 4.6875 -0.9513 0.0076
H 5.2209 -2.4634 1.8807
H 4.7787 -4.5635 3.0923
H 2.6463 -5.7531 2.7177
H 0.9701 -4.8394 1.1619
O -6.8966 1.3845 0.2323
S -7.2375 1.8437 1.5679
O -8.0672 0.9253 2.3339
O -7.6181 3.2451 1.6510
C -5.6438 1.7958 2.5004
N -5.6815 2.1990 3.7633
C -4.5514 2.1701 4.4390
C -3.3664 1.6782 3.9016
C -3.4258 1.2634 2.5701
N -4.5645 1.3618 1.8824
C -2.2813 0.7041 1.8315
C -0.9811 0.6370 2.3363
C 0.0234 0.0957 1.5573
N -0.1762 -0.3603 0.3262
C -1.4121 -0.3038 -0.1657
C -2.4829 0.2074 0.5400
H -4.5941 2.5419 5.4569
H -2.4687 1.6182 4.4971
H -0.7430 0.9993 3.3233
H 1.0361 0.0250 1.9264
H -1.5255 -0.6814 -1.1696
H -3.4786 0.2460 0.1258

Here is what Mulliken gives for the atomic charges, in e: -0.8432 -0.7147 0.1583 -0.6441 -0.3366 -0.7268 -0.4059 0.3194 1.0075 -0.4667 -0.9558 0.8044 -0.0962 0.6914 -0.7581 -0.6045 -0.4547 -0.5286 0.4697 -0.5706 0.5865 0.4346 0.3719 0.3760 0.4544 0.3982 0.3677 0.3819 0.3644 0.4397 -0.6717 1.1907 -0.6847 -0.6857 0.0613 -0.4932 -0.3381 -0.6061 0.4007 -0.3452 1.1936 -1.0346 -0.0404 0.1280 -0.5028 -0.7304 0.4086 0.3320 0.2661 0.4668 0.5038 0.6618

=====

No. 2
# C4H5IO

A single C4H5IO molecule in a non-equilibrium geometry (ωB97M-V with the def2-TZVPD basis set, OMol25).

Computed properties:
Orbital gap (alpha / beta): 6.9069 / 6.9005 eV
Total charge: 0
Spin multiplicity: 1

Element x y z (Å)
C 0.0827 1.5270 -0.2183
C -0.8139 0.4925 0.2872
C -1.7266 -0.0246 -0.4843
C 1.0272 -1.4488 0.6123
O -2.5452 -0.5377 -1.1388
I 2.0399 -0.0082 -0.4894
H 0.4131 2.4478 0.4203
H 0.0331 1.7925 -1.2116
H -0.5620 -0.0902 1.1855
H 0.2842 -2.0193 -0.0603
H 1.7674 -2.1310 1.0974

Here is what Mulliken gives for the atomic charges, in e: -0.8861 -0.7881 0.8384 -0.8532 -0.3573 0.2642 0.3050 0.4521 0.5666 0.1739 0.2847

=====

No. 3
# C17H22N4O2S

A single C17H22N4O2S molecule in a non-equilibrium geometry (ωB97M-V with the def2-TZVPD basis set, OMol25).

Computed properties:
Orbital gap: 9.1189 eV
Total charge: 0
Spin multiplicity: 1

Element x y z (Å)
C 0.6579 -2.4491 -3.2323
H 0.0388 -2.8396 -2.4286
H 1.2445 -3.2614 -3.6539
H 0.0024 -2.0526 -4.0040
C 1.5741 -1.3536 -2.6962
C 2.5637 -1.9207 -1.6725
H 3.2142 -1.1416 -1.2783
H 2.0217 -2.3698 -0.8433
H 3.1826 -2.6862 -2.1347
C 0.7497 -0.2790 -1.9945
O -0.2759 -0.5164 -1.3987
N 1.3190 0.9617 -2.0662
C 0.9012 2.1166 -1.3936
C -0.4253 2.3077 -1.0263
C -0.7801 3.4309 -0.2882
C 0.1698 4.3984 0.0191
C 1.4805 4.2257 -0.3884
C 1.8496 3.0887 -1.0814
H 2.8780 2.9484 -1.3846
H 2.2210 4.9765 -0.1580
H -0.1299 5.2747 0.5720
C -2.1912 3.6641 0.1195
O -2.7547 4.7244 -0.0376
N -2.8744 2.6120 0.6850
C -2.4726 1.3712 1.1010
N -3.3271 0.4200 1.2863
N -2.7809 -0.7069 1.7114
C -1.5117 -0.6618 1.8816
C -0.6761 -1.8434 2.2519
C 0.7807 -1.4334 2.4600
H 0.8648 -0.6926 3.2530
H 1.1895 -1.0072 1.5455
H 1.3764 -2.3012 2.7343
C -0.7779 -2.8354 1.0841
H -0.1265 -3.6889 1.2584
H -0.4908 -2.3450 0.1565
H -1.8023 -3.1821 0.9822
C -1.2415 -2.4722 3.5299
H -2.2938 -2.7041 3.3932
H -0.7022 -3.3869 3.7635
H -1.1438 -1.7861 4.3684
S -0.8308 0.9219 1.5258
H -3.8700 2.7752 0.8019
H -1.1668 1.5796 -1.3115
H 2.2366 1.0225 -2.4857
H 2.1298 -0.9029 -3.5258

Here is what Mulliken gives for the atomic charges, in e: -1.4370 0.2056 0.4298 0.3780 0.4902 -1.2479 0.3423 0.1833 0.4380 0.3058 -0.6297 -0.0623 0.8820 -0.3496 0.3792 -0.9305 -0.7875 -0.7324 0.3908 0.3889 0.4957 0.0498 -0.6318 -0.0237 0.2992 -0.8362 -0.2961 0.0855 2.7082 -2.1337 0.4754 0.3780 0.4497 -1.5639 0.4506 0.1464 0.4302 -1.9071 0.4155 0.4392 0.3996 -0.0241 0.2926 0.6965 0.2675 0.2999

=====

Record-wise energy relative to the best compared isomer or geometry (same formula, charge and spin) values, in eV: 0.184, 4.625, 0.551